The following is a quantum chemistry calculation of a cluster of 14 separate species, C6H37NO14 in total in a non-equilibrium geometry, from the OMol25 dataset.

CARTESIAN COORDINATES (ANGSTROEM)
O -0.827 -2.562 1.811
C -0.355 -1.477 1.721
C 0.820 -0.922 2.460
C 1.536 0.149 1.636
C 2.154 -0.385 0.360
C 1.403 -0.731 -0.702
C 4.496 -0.095 1.279
N 3.512 -0.601 0.331
H -0.984 -0.729 1.206
H 0.425 -0.403 3.344
H 1.349 -1.777 2.887
H 2.271 0.651 2.237
H 0.734 0.760 1.222
H 1.656 -1.037 -1.710
H 0.327 -0.597 -0.639
H 4.430 0.968 1.452
H 4.331 -0.517 2.280
H 5.444 -0.492 0.934
H 3.780 -1.243 -0.375
H -2.640 -1.913 -0.163
H -3.609 -1.255 -1.265
O -2.709 -1.266 -0.945
H 3.730 3.567 -0.049
H 2.561 2.819 0.216
O 3.323 3.179 0.732
H -2.753 0.581 1.899
H -1.393 1.061 1.451
O -1.904 0.991 2.310
H -3.568 2.943 -2.013
H -3.017 1.548 -2.184
O -3.754 2.042 -1.812
H -1.904 3.007 -1.329
H -1.186 3.803 -0.135
O -1.795 3.873 -0.925
H 1.436 1.316 -1.278
H 1.114 2.733 -1.559
O 1.899 2.187 -1.322
H 1.650 4.185 1.666
H 1.223 3.251 2.706
O 0.926 3.605 1.879
H -0.973 0.505 -2.434
H -0.683 1.667 -3.296
O -0.750 1.469 -2.375
H 3.008 -1.444 -2.398
H 2.645 -2.351 -3.516
O 3.241 -2.280 -2.808
H 0.014 -4.240 -0.130
H 0.055 -2.886 -0.705
O -0.464 -3.694 -0.805
H -3.942 1.386 0.072
H -3.519 -0.143 0.364
O -3.877 0.728 0.772
H -2.479 -3.050 1.278
H -3.837 -2.918 2.006
O -3.390 -2.658 1.179
H -1.745 -2.952 -2.195
H -0.429 -3.049 -2.748
O -1.285 -2.657 -2.995

## Properties
LUMO level = 0.0 eV
charge = 0
HOMO energy = -8.66 eV
DFT total energy = -1358.83620 Eh
energy relative to the best compared isomer or geometry (same formula, charge and spin) = 3.978 eV
strongest force on any atom = 2.7 eV/Å